1.
Molecular formula: C34H28N6O6ReS3
Method: DFT, ωB97M-V with the def2-TZVPD basis set

Computed properties:
Net charge: 0
Spin multiplicity: 4
Orbital gap (alpha / beta): 6.137 / 5.241 eV
E_tot: -3365.32543 a.u.

Positions of all 78 atoms, in Å:
1 Re 1.226903 -0.622088 0.016753
2 O -4.700997 -4.478188 0.704653
3 C -4.831597 -3.425588 0.103453
4 O -5.709697 -2.837188 -0.497347
5 C -3.457297 -2.625688 0.109653
6 C -3.033097 -1.947388 1.241253
7 C -1.775597 -1.365088 1.231253
8 N -0.971197 -1.435688 0.182153
9 C -1.400897 -2.065188 -0.913047
10 C -2.639697 -2.677588 -1.002447
11 C -0.471997 -2.018588 -2.108047
12 O -0.574897 -2.819088 -3.022147
13 O 0.385203 -1.064888 -2.054447
14 H -3.660897 -1.874888 2.116153
15 H -1.409197 -0.827688 2.099053
16 H -2.919697 -3.164488 -1.923647
17 C -6.025197 2.358312 0.638253
18 C -4.544597 2.378112 0.421953
19 C -3.898197 1.377512 -0.296747
20 C -2.530697 1.439112 -0.501747
21 C -1.794897 2.479712 0.032053
22 C -2.428597 3.504612 0.711353
23 C -3.792897 3.440312 0.917353
24 S -0.018997 2.504812 -0.364147
25 O -0.025097 1.198112 -3.406547
26 O 0.488503 3.752812 0.195553
27 N 0.464303 1.210212 0.676653
28 C 0.425303 1.368512 2.021453
29 C -0.092397 2.455812 2.725153
30 C -0.151997 2.446212 4.115553
31 C 0.333203 1.398012 4.861353
32 C 0.938403 0.310312 4.207653
33 C 1.530303 -0.774488 4.883453
34 C 2.068703 -1.800288 4.148653
35 C 2.016503 -1.759088 2.755453
36 N 1.489303 -0.745588 2.083353
37 C 0.960903 0.287512 2.789853
38 H -6.450697 1.405512 0.336153
39 H -6.496697 3.150512 0.055353
40 H -6.254997 2.540312 1.687353
41 H -4.464997 0.554912 -0.708147
42 H -2.021897 0.687712 -1.086547
43 H -1.856497 4.351012 1.060853
44 H -4.289397 4.228612 1.464253
45 H -0.424397 3.323912 2.190453
46 H -0.593297 3.293612 4.617653
47 H 0.279303 1.400012 5.938653
48 H 1.554903 -0.778288 5.962253
49 H 2.531703 -2.644788 4.632853
50 H 2.413403 -2.582988 2.178753
51 S 5.422703 1.364312 -0.572047
52 C 5.565903 -0.046088 0.399053
53 C 4.378803 -0.685488 0.560553
54 C 3.278003 -0.054288 -0.091547
55 C 3.727803 1.070512 -0.764147
56 C 2.929103 1.874112 -1.652147
57 C 3.261203 3.160712 -2.068047
58 C 2.433603 3.793912 -2.981847
59 C 1.319803 3.137812 -3.466747
60 C 1.052203 1.852512 -2.985647
61 N 1.835803 1.249512 -2.101747
62 H 6.532303 -0.310688 0.784253
63 H 4.294403 -1.602888 1.119753
64 H 4.133803 3.651012 -1.666247
65 H 2.666503 4.792712 -3.316547
66 H 0.646203 3.579712 -4.180447
67 H 0.002503 0.304312 -2.984347
68 C 2.406703 -3.151088 -4.241947
69 N 2.380703 -2.761988 -2.848747
70 C 1.988603 -3.582188 -1.887547
71 N 1.792903 -4.883888 -2.132647
72 S 1.867503 -3.093488 -0.263947
73 H 2.892903 -2.368688 -4.818547
74 H 1.390003 -3.290588 -4.621947
75 H 2.974003 -4.077888 -4.355447
76 H 2.342803 -1.767288 -2.633347
77 H 1.643603 -5.208488 -3.073947
78 H 1.446003 -5.457388 -1.383047

Atoms 1-2, force components in eV/Å:
Re -1.0 -0.1 -1.5
O -0.4 -1.3 0.6

2.
Molecular formula: C34H28NOPPdSSe
Method: DFT, ωB97M-V with the def2-TZVPD basis set

Computed properties:
Net charge: 0
Orbital gap: 6.982 eV
E_tot: -4711.40315 a.u.

Positions of all 68 atoms, in Å:
1 Pd -1.104025 -1.193577 -1.873567
2 C -2.508383 1.814671 -2.749525
3 C -1.025894 1.732724 -2.952578
4 C -0.288940 2.894439 -3.294612
5 C 1.036134 2.797724 -3.592184
6 C 1.653782 1.527006 -3.646944
7 C 2.995620 1.327633 -4.043688
8 C 3.476472 0.052587 -4.158411
9 C 2.654821 -1.061081 -3.899498
10 C 1.350030 -0.908356 -3.487724
11 S 0.269461 -2.274999 -3.261842
12 C 0.857774 0.415268 -3.318831
13 N -0.436169 0.559345 -2.889004
14 H -2.802935 2.765581 -2.306990
15 H -2.869362 1.002186 -2.126450
16 H -2.987406 1.744721 -3.729576
17 H -0.799542 3.848651 -3.311253
18 H 1.618161 3.680493 -3.830572
19 H 3.616394 2.186176 -4.267365
20 H 4.500060 -0.112312 -4.470838
21 H 3.048031 -2.060794 -4.036144
22 O -1.994924 0.043461 -0.267964
23 P -1.167352 0.517229 0.898106
24 C -1.675994 2.169693 1.420043
25 C -1.629667 3.218000 0.499957
26 C -2.054550 4.485922 0.857308
27 C -2.537747 4.719623 2.138853
28 C -2.592340 3.683915 3.057674
29 C -2.163168 2.412187 2.701485
30 C -1.386637 -0.540260 2.330154
31 C -0.428011 -0.623614 3.336614
32 C -0.682557 -1.381416 4.468402
33 C -1.894479 -2.048708 4.596749
34 C -2.846673 -1.973636 3.589854
35 C -2.592923 -1.224177 2.450375
36 C 0.594400 0.573728 0.528303
37 C 1.212070 -0.651821 0.263570
38 C 2.527007 -0.689071 -0.168944
39 C 3.237722 0.492775 -0.331287
40 C 2.640297 1.710181 -0.040593
41 C 1.321917 1.753700 0.391603
42 H -1.253797 3.040053 -0.499375
43 H -2.010732 5.292814 0.137012
44 H -2.872908 5.710074 2.418210
45 H -2.972157 3.861512 4.055161
46 H -2.212593 1.609021 3.424876
47 H 0.517514 -0.104695 3.231002
48 H 0.064647 -1.456526 5.247516
49 H -2.091828 -2.639805 5.482026
50 H -3.781747 -2.510090 3.684385
51 H -3.310978 -1.182279 1.640921
52 H 0.666704 -1.579841 0.389486
53 H 2.985929 -1.644125 -0.387463
54 H 4.261031 0.464037 -0.683069
55 H 3.198361 2.630826 -0.153623
56 H 0.869753 2.708624 0.621978
57 Se -1.753464 -3.308886 -0.909748
58 C -0.215615 -3.878141 0.098035
59 C 0.979760 -4.245985 -0.518645
60 C 2.062835 -4.663124 0.241610
61 C 1.967577 -4.739337 1.625600
62 C 0.772342 -4.402266 2.242874
63 C -0.309260 -3.972554 1.484310
64 H 1.059302 -4.191417 -1.595810
65 H 2.985473 -4.943185 -0.253158
66 H 2.814437 -5.068465 2.214386
67 H 0.677180 -4.467850 3.319896
68 H -1.238239 -3.704187 1.968941

Atoms 1-2, force components in eV/Å:
Pd 0.0 0.0 0.1
C 0.0 0.0 0.0

3.
Molecular formula: C34H28O4S5Sn
Method: DFT, ωB97M-V with the def2-TZVPD basis set

Computed properties:
Net charge: 0
Orbital gap: 5.233 eV
E_tot: -3818.60705 a.u.

Positions of all 72 atoms, in Å:
1 Sn 0.304995 -1.553755 -2.379421
2 C -2.697806 2.841598 1.473911
3 C -2.753810 1.826434 0.358976
4 C -4.107448 1.801024 -0.337105
5 O -1.727649 2.115099 -0.596077
6 C -1.058356 0.923777 -0.980854
7 C -1.862537 -0.168477 -0.195361
8 O -2.414046 0.565839 0.880591
9 C -1.340754 -1.557959 0.226466
10 O -0.952486 -2.207116 -0.962219
11 C -2.558032 -2.334429 0.796006
12 C -3.028087 -3.452246 0.116642
13 C -4.108705 -4.180989 0.601444
14 C -4.739520 -3.799981 1.774116
15 C -4.271695 -2.688493 2.463626
16 C -3.190965 -1.965920 1.982764
17 C -0.268134 -1.614107 1.315847
18 C 0.549990 -2.735444 1.369335
19 C 1.460896 -2.913671 2.400358
20 C 1.547540 -1.975402 3.419926
21 C 0.711897 -0.870107 3.391333
22 C -0.186532 -0.687321 2.348258
23 C 0.484268 1.078965 -0.924617
24 O 1.033120 -0.199022 -1.089142
25 C 1.070245 1.707496 0.349640
26 C 2.123923 1.062631 0.986497
27 C 2.761196 1.643319 2.075388
28 C 2.344713 2.874825 2.554937
29 C 1.298851 3.530769 1.917839
30 C 0.678080 2.960713 0.815726
31 C 0.941099 1.991584 -2.085731
32 C 2.204285 1.764826 -2.621240
33 C 2.710172 2.559879 -3.641277
34 C 1.951776 3.604104 -4.148976
35 C 0.694814 3.847289 -3.613821
36 C 0.193812 3.055024 -2.589431
37 H -2.810805 3.845504 1.064068
38 H -1.742552 2.769584 1.991379
39 H -3.506972 2.657203 2.180699
40 H -4.332685 2.792718 -0.729457
41 H -4.882674 1.511090 0.372240
42 H -4.112596 1.098084 -1.169366
43 H -1.261390 0.745751 -2.050774
44 H -2.667319 -0.448601 -0.886379
45 H -2.538319 -3.746662 -0.799775
46 H -4.455471 -5.049513 0.055070
47 H -5.582439 -4.364012 2.152654
48 H -4.747172 -2.382205 3.387176
49 H -2.837520 -1.115384 2.547632
50 H 0.419826 -3.502824 0.621641
51 H 2.085242 -3.799521 2.419961
52 H 2.244624 -2.115045 4.236271
53 H 0.770172 -0.126527 4.176396
54 H -0.810876 0.196013 2.333174
55 H 2.428467 0.087704 0.631854
56 H 3.576023 1.117903 2.558675
57 H 2.833276 3.325400 3.409666
58 H 0.973144 4.502373 2.268961
59 H -0.102026 3.508017 0.305930
60 H 2.804738 0.972683 -2.194829
61 H 3.700344 2.364202 -4.035874
62 H 2.340675 4.230198 -4.941489
63 H 0.093142 4.662269 -3.996580
64 H -0.790893 3.263550 -2.193434
65 S 7.854958 -4.284703 -2.598386
66 C 6.391077 -3.626359 -2.636975
67 S 5.127084 -4.073013 -1.508065
68 C 3.870945 -3.031305 -2.077139
69 C 4.255046 -2.176526 -3.247702
70 S 3.278610 -1.144410 -3.981866
71 S 5.891188 -2.425635 -3.796792
72 S 2.444015 -3.088759 -1.322918

Atoms 1-2, force components in eV/Å:
Sn -0.3 0.1 -0.4
C 0.0 0.0 0.1